Entry a
Below is a cluster of 2 separate species, C2H2N2O4 in total, with properties calculated with the ωB97M-V functional and the def2-TZVPD basis.

Element x y z (Å)
O  -1.02103  1.51288  0.52598
O  0.57415  -0.93039  0.48792
O  -0.51490  1.11011  -1.51816
O  2.07537  1.29970  -0.79272
N  -0.30109  -1.69356  0.26778
N  -0.24641  1.31619  -0.34419
C  -1.26708  -2.34415  0.24257
C  1.26951  1.38214  0.04434
H  1.33001  1.61874  1.10687
H  -1.89853  -3.27165  -0.02038

Calculated values
SMILES   O=C[N+](=O)[O-].C#[N+][O-]
LUMO   -0.423 eV
Net charge   0
Frontier orbital gap   10.253 eV
Molecular weight   118.0 g mol⁻¹

Entry b
Below is an isolated molecule of C2H2N2O4, with properties calculated with the ωB97M-V functional and the def2-TZVPD basis.

Element x y z (Å)
O  2.30968  -1.04100  -0.03204
O  -2.53907  -0.85545  0.06424
O  0.10659  -0.70024  -0.04785
O  0.11097  1.53152  0.00514
N  -1.95219  0.40101  -0.13113
N  1.41050  1.09088  0.10117
C  1.32643  -0.17963  0.06263
C  -0.70544  0.44338  -0.05846
H  -1.85689  -1.59549  0.55390
H  2.01745  -1.90887  -0.28504

Calculated values
SMILES   O/N=c1/onc(O)o1
LUMO   -0.052 eV
Net charge   0
Frontier orbital gap   9.227 eV
Molecular weight   118.0 g mol⁻¹

Least stable: entry a

Entry a
Below is an isolated molecule of C2H2N2OS2, with properties calculated with the ωB97M-V functional and the def2-TZVPD basis.

Element x y z (Å)
S  0.25100  -1.52017  0.07268
S  0.26091  1.50536  -0.23918
O  2.38838  -0.00947  0.10620
N  -1.22991  1.02542  0.46254
N  -1.37190  -1.18902  -0.32340
C  1.18582  -0.00055  0.04964
C  -1.90934  -0.06303  -0.03059
H  -2.96978  0.03648  -0.11569
H  -1.77405  1.80294  0.84176

Calculated values
SMILES   O=C1SN=CNS1
LUMO   0.099 eV
Net charge   0
Frontier orbital gap   9.159 eV
Molecular weight   134.2 g mol⁻¹

Entry b
Below is an isolated molecule of C2H2N2OS2, with properties calculated with the ωB97M-V functional and the def2-TZVPD basis.

Element x y z (Å)
S  3.18590  -0.10352  0.03126
S  0.73684  1.39366  -0.45954
O  0.91045  -1.31860  -0.21338
N  -0.77373  0.82938  0.26636
N  -0.58515  -1.38428  -0.44534
C  -1.31990  -0.40274  0.01313
C  1.60590  -0.11806  -0.21191
H  -2.36749  -0.37070  0.02747
H  -1.39281  1.47486  0.99195

Calculated values
SMILES   S=C1ON=CNS1
LUMO   -0.436 eV
Net charge   0
Frontier orbital gap   8.503 eV
Molecular weight   134.2 g mol⁻¹

Least stable: entry b

Entry a
Below is the ion C3H9N2O with charge -1, with properties calculated with the ωB97M-V functional and the def2-TZVPD basis.

Element x y z (Å)
O  0.04182  -2.16920  1.68955
N  -0.15407  1.74807  -1.30765
N  -0.42415  0.06551  0.85216
C  -0.88139  -1.32623  1.31565
C  0.76324  0.55629  -1.26474
C  0.87696  -0.00392  0.16461
H  -1.53404  -1.66913  0.47411
H  0.30091  -0.27256  -1.82368
H  -0.31278  0.64813  1.65085
H  -0.60785  1.65837  -2.21487
H  1.62989  0.52782  0.76058
H  1.66062  0.84683  -1.80543
H  1.24745  -1.02526  0.15359
H  -1.71175  -0.99688  2.04249
H  -0.89485  1.41216  -0.68725

Calculated values
SMILES   NCCNC[O-]
LUMO   4.309 eV
Net charge   -1
Frontier orbital gap   6.859 eV
Molecular weight   89.1 g mol⁻¹

Entry b
Below is a cluster of 2 separate species, C3H9N2O in total, with properties calculated with the ωB97M-V functional and the def2-TZVPD basis.

Element x y z (Å)
O  0.60362  0.19142  0.47138
N  -1.10160  -0.35522  -1.55132
N  -1.93726  1.47151  -2.76259
C  0.90535  -0.95355  2.54560
C  -1.14064  0.91809  -1.75895
C  1.43912  -0.68045  1.12846
H  0.80529  0.02880  3.09211
H  2.46159  -0.26815  1.21728
H  -0.10645  -1.38965  2.45300
H  -2.30779  0.80913  -3.42298
H  -1.65889  2.32157  -3.18817
H  -0.43848  -0.50428  -0.77584
H  1.54217  -1.65783  0.59053
H  -0.59698  1.68016  -1.16561
H  1.53095  -1.61156  3.12709

Calculated values
LUMO   4.169 eV
Net charge   -1
Frontier orbital gap   6.776 eV
Molecular weight   89.1 g mol⁻¹

Least stable: entry a

Entry a
Below is a cluster of 2 separate species, C2H9NS in total, with properties calculated with the ωB97M-V functional and the def2-TZVPD basis.

Element x y z (Å)
S  2.73043  0.47435  -0.73105
N  -2.41946  -0.11361  -0.43972
C  2.07059  -0.91203  0.23275
C  -1.37418  0.80029  0.02404
H  2.04055  -1.78046  -0.41946
H  -2.07827  -1.06325  -0.49463
H  -3.21591  -0.08828  0.18234
H  -0.54973  0.76226  -0.67812
H  1.82761  1.39297  -0.39711
H  2.74938  -1.12015  1.04960
H  -1.07614  0.59965  1.05909
H  -1.77719  1.81111  -0.00792
H  1.07232  -0.76285  0.62019

Calculated values
SMILES   CN.CS
LUMO   0.946 eV
Net charge   0
Frontier orbital gap   10.042 eV
Molecular weight   79.2 g mol⁻¹

Entry b
Below is a cluster of 2 separate species, C2H9NS in total, with properties calculated with the ωB97M-V functional and the def2-TZVPD basis.

Element x y z (Å)
S  -0.40245  -0.24056  0.26293
N  -0.55091  3.14192  -0.26733
C  -0.23938  -1.88204  1.07515
C  0.67802  -0.77073  -1.11089
H  1.22613  0.06213  -1.56787
H  0.10488  -1.73047  2.08022
H  0.10657  -1.20861  -1.98102
H  -1.45571  3.32754  0.00534
H  0.18815  3.69067  0.16632
H  -0.57509  2.17140  0.05911
H  -1.17895  -2.50531  1.25009
H  1.54182  -1.37518  -0.82149
H  0.55693  -2.68077  0.84944

Calculated values
SMILES   CSC.N
LUMO   0.957 eV
Net charge   0
Frontier orbital gap   9.807 eV
Molecular weight   79.2 g mol⁻¹

Least stable: entry b

Entry a
Below is a cluster of 2 separate species, C2H9NS in total, with properties calculated with the ωB97M-V functional and the def2-TZVPD basis.

Element x y z (Å)
S  -1.28078  0.02598  -0.09082
N  1.92392  -0.01587  -1.15298
C  -2.48981  0.34300  1.25786
C  2.86494  -0.37631  -0.07601
H  -2.23931  1.28248  1.74569
H  2.42536  -0.11151  0.88065
H  1.02926  -0.46378  -1.00313
H  3.75856  0.22415  -0.18937
H  -0.57283  1.15385  -0.06254
H  -3.46636  0.35377  0.78636
H  2.27479  -0.33604  -2.04761
H  3.15258  -1.42885  -0.08176
H  -2.35174  -0.46706  1.96983

Calculated values
SMILES   CN.CS
LUMO   1.001 eV
Net charge   0
Frontier orbital gap   10.102 eV
Molecular weight   79.2 g mol⁻¹

Entry b
Below is a cluster of 2 separate species, C2H9NS in total, with properties calculated with the ωB97M-V functional and the def2-TZVPD basis.

Element x y z (Å)
S  0.04087  0.49714  0.22896
N  -2.09687  -2.24979  0.57330
C  1.37358  -0.36196  -0.63024
C  0.62380  2.24124  0.09869
H  2.20515  -0.54171  0.04126
H  0.90023  -1.21647  -1.10855
H  -2.36210  -2.22570  1.54572
H  1.58491  2.14012  -0.39989
H  -1.87123  -1.38330  0.10738
H  -0.11986  2.90917  -0.30404
H  1.74030  0.26740  -1.44881
H  -3.00783  -2.48803  0.18353
H  0.98904  2.41187  1.11270

Calculated values
SMILES   CSC.N
LUMO   1.055 eV
Net charge   0
Frontier orbital gap   9.591 eV
Molecular weight   79.2 g mol⁻¹

Least stable: entry b

Entry a
Below is a cluster of 2 separate species, C2H9NS in total, with properties calculated with the ωB97M-V functional and the def2-TZVPD basis.

Element x y z (Å)
S  -1.41842  0.70161  3.78150
N  -0.07106  0.49194  -0.51268
C  -0.36311  -0.92223  -0.21199
C  1.20278  0.60210  -1.40635
H  -1.11668  -1.21060  0.53743
H  2.09265  0.30316  -0.89715
H  -1.52176  -0.59041  4.50642
H  -0.82656  0.81533  -0.98000
H  1.26756  1.64592  -1.77308
H  0.02986  0.98949  0.40212
H  -0.80814  -1.45727  -1.05380
H  0.54872  -1.50076  -0.05744
H  0.98415  0.13171  -2.33499

Calculated values
LUMO   -0.610 eV
Net charge   0
Frontier orbital gap   4.967 eV
Molecular weight   79.2 g mol⁻¹

Entry b
Below is a cluster of 2 separate species, C2H9NS in total, with properties calculated with the ωB97M-V functional and the def2-TZVPD basis.

Element x y z (Å)
S  2.01988  1.11407  1.61180
N  -1.57342  -0.60445  -0.65394
C  -2.34133  -0.72102  -1.85249
C  -0.16412  -0.86808  -0.63830
H  -3.43593  -0.79130  -1.71238
H  0.75164  1.22711  1.32212
H  -1.95352  -1.64833  -2.30569
H  -0.10490  -1.63965  -1.42712
H  0.05572  -1.38554  0.30673
H  -1.87992  0.18738  -0.10332
H  0.47258  -0.02048  -0.93758
H  2.04987  -0.26614  1.52295
H  -2.18950  0.08087  -2.59631

Calculated values
SMILES   CNC.S
LUMO   0.916 eV
Net charge   0
Frontier orbital gap   9.371 eV
Molecular weight   79.2 g mol⁻¹

Least stable: entry a